# 1
106
Properties=species:S:1:pos:R:3 method="wB97M-V/def2-TZVPD" e_above_lowest_kcal_mol=0.0 molar_mass_g_mol=1396.64 gap_ha=0.2506 total_charge=+2 fmax_ev_per_a=0.34
Bi -0.61 1.20 -1.13
Br 7.99 -4.47 2.21
C 6.53 -3.83 3.20
C 6.74 -2.86 4.18
C 5.66 -2.41 4.91
C 4.37 -2.87 4.63
C 4.18 -3.87 3.68
C 5.27 -4.36 2.98
N 3.33 -2.29 5.43
N 2.26 -1.91 4.95
C 2.02 -1.96 3.53
C 1.06 -2.68 2.97
C 0.92 -2.53 1.47
C 0.80 -1.09 1.11
O -0.17 -0.58 0.57
C 2.12 -0.47 1.36
N 2.38 0.78 0.82
C 3.44 1.37 1.27
C 4.20 0.94 2.42
C 3.82 -0.12 3.15
C 2.81 -1.06 2.64
H 7.73 -2.49 4.37
H 5.79 -1.69 5.71
H 3.21 -4.32 3.53
H 5.15 -5.16 2.26
H 0.45 -3.39 3.51
H 0.11 -3.12 1.06
H 3.70 2.33 0.82
H 4.97 1.60 2.78
H 4.23 -0.29 4.13
N 0.61 2.98 -3.57
C -0.67 2.64 -4.04
C -1.11 3.10 -5.27
C -2.38 2.75 -5.70
C -3.17 1.94 -4.90
C -2.67 1.53 -3.69
N -1.45 1.89 -3.25
C 1.62 2.00 -3.41
C 2.91 2.23 -3.86
C 3.88 1.28 -3.62
C 3.54 0.11 -2.94
C 2.23 -0.04 -2.53
N 1.29 0.89 -2.76
H 0.97 3.80 -4.04
H -0.46 3.69 -5.89
H -2.74 3.09 -6.67
H -4.16 1.63 -5.21
H -3.25 0.90 -3.03
H 3.15 3.14 -4.40
H 4.89 1.43 -3.97
H 4.26 -0.66 -2.73
H 1.91 -0.92 -1.99
F -3.01 7.28 2.93
C -2.97 6.10 2.36
C -3.82 5.09 2.77
F -4.69 5.31 3.74
C -3.76 3.85 2.15
F -4.61 2.91 2.56
C -2.86 3.58 1.13
P -2.95 1.95 0.33
C -4.58 1.90 -0.42
C -4.79 2.73 -1.52
C -6.04 2.81 -2.10
C -7.09 2.06 -1.60
C -6.89 1.24 -0.49
C -5.64 1.16 0.11
C -2.77 0.71 1.63
C -2.10 1.03 2.81
C -1.80 0.04 3.73
C -2.16 -1.27 3.48
C -2.82 -1.60 2.30
C -3.11 -0.62 1.36
C -2.02 4.62 0.72
Br -0.79 4.45 -0.72
C -2.07 5.86 1.32
F -1.28 6.84 0.94
H -3.97 3.34 -1.90
H -6.20 3.47 -2.95
H -8.07 2.12 -2.06
H -7.71 0.66 -0.09
H -5.51 0.55 0.99
H -1.82 2.06 3.02
H -1.29 0.30 4.65
H -1.95 -2.04 4.21
H -3.10 -2.63 2.10
H -3.58 -0.89 0.43
F 0.99 -2.50 -4.25
C 0.81 -3.21 -3.14
C 1.91 -3.52 -2.37
F 3.10 -3.07 -2.79
C 1.78 -4.04 -1.08
C 0.52 -4.52 -0.75
C -0.60 -4.19 -1.51
F -1.80 -4.47 -1.02
C -0.48 -3.42 -2.67
C -1.57 -2.54 -3.16
C -1.74 -1.47 -2.36
N -1.84 -0.56 -1.61
C -2.20 -2.59 -4.43
N -2.71 -2.62 -5.46
F 0.33 -5.15 0.41
C 2.76 -3.53 -0.08
C 2.31 -2.72 0.89
N 3.12 -1.59 1.31
C 4.17 -3.54 -0.36
N 5.30 -3.56 -0.55

# 2
58
Properties=species:S:1:pos:R:3 method="wB97M-V/def2-TZVPD" e_above_lowest_kcal_mol=26.9 molar_mass_g_mol=468.54 gap_ha=0.2373 total_charge=-1 fmax_ev_per_a=3.56
C 5.98 -1.01 3.56
C 5.12 -1.75 2.75
C 3.75 -1.48 2.72
C 3.18 -0.47 3.55
C 1.72 -0.23 3.53
C 0.85 -1.23 3.15
C -0.57 -1.06 3.09
C -1.40 -2.25 3.07
C -2.85 -2.12 3.22
C -3.55 -1.16 2.43
C -4.91 -0.93 2.64
C -5.61 -1.61 3.64
C -4.93 -2.56 4.42
C -3.59 -2.84 4.20
C -1.04 0.30 3.27
C -0.25 1.38 3.61
C -0.77 2.77 3.64
C -1.88 3.17 2.85
C -2.40 4.47 2.88
C -1.81 5.47 3.67
C -0.69 5.12 4.43
C -0.19 3.82 4.40
C 1.19 1.12 3.90
O 1.89 1.99 4.45
C 4.08 0.26 4.35
C 5.45 0.00 4.36
H 7.05 -1.20 3.55
H 5.51 -2.55 2.11
H 3.09 -2.04 2.04
H 1.26 -2.22 2.93
H -0.97 -3.14 3.59
H -3.00 -0.57 1.69
H -5.43 -0.25 1.98
H -6.68 -1.46 3.78
H -5.47 -3.13 5.17
H -3.05 -3.57 4.82
H -2.12 0.48 3.21
H -2.32 2.43 2.17
H -3.28 4.72 2.28
H -2.20 6.49 3.67
H -0.22 5.88 5.05
H 0.71 3.61 4.98
H 3.68 1.06 4.97
H 6.09 0.60 5.00
N -0.31 -5.43 -2.74
C -0.25 -4.37 -1.90
N 0.06 -3.13 -2.33
C 0.06 -2.10 -1.45
N -0.26 -2.13 -0.13
C -0.62 -3.31 0.35
C -0.58 -4.53 -0.51
N -1.01 -5.56 0.24
C -1.24 -5.03 1.49
N -1.07 -3.68 1.60
H -0.49 -6.36 -2.39
H 0.02 -5.33 -3.70
H 0.32 -1.12 -1.84
H -1.52 -5.65 2.33

# 3
8
Properties=species:S:1:pos:R:3 method="wB97M-V/def2-TZVPD" spin_multiplicity=3 e_above_lowest_kcal_mol=2.2 molar_mass_g_mol=163.60 gap_ha="0.2625 / 0.1579" total_charge=-1 fmax_ev_per_a=5.52
C -0.08 -0.09 1.48
O 1.05 -2.49 -2.85
O -0.66 -1.03 -2.35
F -1.06 0.74 1.12
S 0.94 0.13 2.68
S -0.17 -1.93 -3.41
Cl -1.62 -3.87 -3.51
H 0.07 -0.80 0.60

# 4
109
Properties=species:S:1:pos:R:3 method="wB97M-V/def2-TZVPD" spin_multiplicity=2 e_above_lowest_kcal_mol=0.0 molar_mass_g_mol=1172.56 gap_ha="0.1360 / 0.1561" total_charge=-2 fmax_ev_per_a=3.59
La -0.72 -1.02 -0.75
N -3.39 -1.73 -0.73
C -4.01 -2.49 0.31
C -5.39 -2.46 0.51
C -5.95 -3.23 1.54
C -5.14 -4.05 2.36
C -3.75 -4.21 2.05
C -2.90 -5.05 2.79
C -1.54 -5.07 2.49
C -1.02 -4.15 1.53
N -1.80 -3.31 0.85
C -3.16 -3.37 1.04
H -3.87 -0.88 -0.99
H -3.23 -2.27 -1.58
H -6.01 -1.77 -0.07
H -7.05 -3.21 1.72
H -5.62 -4.66 3.10
H -3.29 -5.74 3.49
H -0.96 -5.78 3.08
H 0.05 -4.19 1.31
S -1.02 -0.84 -6.51
Sb -2.28 -0.91 -4.46
S -1.56 -2.88 -3.07
S -1.31 0.84 -2.91
C 1.18 2.86 -3.54
C 1.20 3.54 -2.15
C -0.06 4.40 -1.80
P 1.72 2.20 -0.90
C 3.57 2.47 -0.67
C 4.30 3.74 -1.26
C 4.04 2.08 0.70
C 0.83 2.50 0.71
C 1.35 3.60 1.42
C 1.23 3.79 2.80
C 2.18 4.75 3.53
C 0.40 2.96 3.54
C -0.31 2.00 2.87
C -0.20 1.81 1.42
N -1.11 1.01 0.84
C -2.37 0.78 1.34
C -3.49 1.48 0.79
C -3.22 2.41 -0.36
C -4.74 1.45 1.43
C -4.98 0.59 2.50
C -6.30 0.49 3.21
C -3.89 -0.14 3.02
C -2.59 -0.07 2.46
C -1.50 -0.93 3.06
H 1.10 3.64 -4.34
H 0.31 2.17 -3.60
H 2.07 2.23 -3.81
H 2.00 4.26 -2.08
H -0.95 3.78 -1.75
H -0.20 5.12 -2.64
H 0.18 4.96 -0.88
H 3.86 1.63 -1.31
H 3.81 4.68 -0.94
H 4.44 3.65 -2.33
H 5.30 3.77 -0.77
H 3.71 2.81 1.48
H 5.15 2.05 0.70
H 3.69 1.06 0.99
H 2.00 4.27 0.84
H 3.22 4.49 3.39
H 2.02 4.64 4.57
H 1.96 5.78 3.22
H 0.21 3.10 4.62
H -1.00 1.39 3.41
H -2.59 3.22 -0.01
H -4.14 2.90 -0.68
H -2.74 1.91 -1.22
H -5.53 2.02 1.00
H -7.14 0.24 2.52
H -6.64 1.46 3.57
H -6.25 -0.27 4.00
H -4.07 -0.81 3.81
H -1.98 -1.93 3.24
H -1.24 -0.57 4.07
H -0.61 -1.05 2.43
B 3.14 -1.58 3.14
C 2.09 -1.35 2.02
N 1.18 -1.14 1.31
H 3.63 -0.45 3.31
H 2.48 -1.97 4.09
H 3.95 -2.41 2.91
I 2.15 -7.24 -1.43
C 2.15 -5.20 -1.26
C 3.12 -4.22 -0.97
N 2.43 -3.01 -0.93
N 1.15 -3.11 -1.24
C 0.94 -4.44 -1.46
H 4.14 -4.26 -0.57
H 2.83 -2.08 -0.74
H 0.00 -4.76 -1.85
C 2.15 -0.57 -5.33
Si 3.37 -0.51 -3.89
C 4.55 0.97 -3.88
C 4.39 -2.02 -3.67
C 2.43 -0.19 -2.25
C 1.68 0.54 -1.56
H 2.52 -0.38 -6.35
H 1.35 0.19 -5.16
H 1.62 -1.52 -5.36
H 5.61 0.62 -3.81
H 4.38 1.65 -3.03
H 4.45 1.56 -4.78
H 5.27 -2.07 -4.29
H 3.83 -2.98 -3.88
H 4.72 -2.00 -2.62

What did the third record say?
8
Properties=species:S:1:pos:R:3 method="wB97M-V/def2-TZVPD" spin_multiplicity=3 e_above_lowest_kcal_mol=2.2 molar_mass_g_mol=163.60 gap_ha="0.2625 / 0.1579" total_charge=-1 fmax_ev_per_a=5.52
C -0.08 -0.09 1.48
O 1.05 -2.49 -2.85
O -0.66 -1.03 -2.35
F -1.06 0.74 1.12
S 0.94 0.13 2.68
S -0.17 -1.93 -3.41
Cl -1.62 -3.87 -3.51
H 0.07 -0.80 0.60

Please write out number 3 again, unchanged.
8
Properties=species:S:1:pos:R:3 method="wB97M-V/def2-TZVPD" spin_multiplicity=3 e_above_lowest_kcal_mol=2.2 molar_mass_g_mol=163.60 gap_ha="0.2625 / 0.1579" total_charge=-1 fmax_ev_per_a=5.52
C -0.08 -0.09 1.48
O 1.05 -2.49 -2.85
O -0.66 -1.03 -2.35
F -1.06 0.74 1.12
S 0.94 0.13 2.68
S -0.17 -1.93 -3.41
Cl -1.62 -3.87 -3.51
H 0.07 -0.80 0.60